# 1
Entry from OMol25: a molecular structure, C34H40InN6O6PS (ωB97M-V/def2-TZVPD).

Last column: Löwdin charge in e.
Geometry (Å):
In1 -0.98743 0.05987 -0.39330  0.646
O1 -2.76141 -0.91012 0.11611  -0.206
C1 -3.90925 -0.65361 -0.53225  -0.380
C2 -4.99390 -0.05877 0.11806  -0.018
C3 -6.13810 0.26734 -0.59618  -0.097
C4 -6.22237 0.01971 -1.96143  -0.105
C5 -5.15524 -0.58625 -2.61097  -0.038
C6 -4.01841 -0.94490 -1.90060  -0.178
C7 -2.83671 -1.60392 -2.49126  -0.127
N1 -1.99709 -0.96086 -3.18963  0.027
N2 -0.90960 -1.70256 -3.61807  0.081
C8 0.12814 -1.60718 -2.87149  -0.463
O2 0.26075 -0.92043 -1.75385  -0.192
C9 1.34008 -2.34947 -3.33800  -0.147
C10 1.59073 -2.47595 -4.70285  -0.023
C11 2.70280 -3.17513 -5.14908  -0.081
C12 3.57085 -3.76500 -4.23863  -0.093
C13 3.32061 -3.64870 -2.87805  -0.075
C14 2.21401 -2.93973 -2.43104  -0.072
H1 -4.90691 0.16696 1.17539  0.111
H2 -6.97051 0.73609 -0.08273  0.098
H3 -7.11292 0.29437 -2.51341  0.094
H4 -5.20031 -0.79161 -3.67561  0.114
H5 -2.64076 -2.64882 -2.23695  0.135
H6 0.90096 -2.02243 -5.40186  0.110
H7 2.89183 -3.26111 -6.21209  0.101
H8 4.43765 -4.31256 -4.58877  0.099
H9 3.98956 -4.11092 -2.16200  0.102
H10 2.01441 -2.83561 -1.36891  0.080
N3 -1.85550 4.44612 -1.31841  0.085
C15 -1.61098 3.21625 -0.81276  -0.811
S1 -1.79739 1.89507 -1.90978  0.752
N4 -1.25500 3.20915 0.45995  0.030
N5 -0.99016 1.98935 0.96257  -0.032
C16 -0.72701 1.89084 2.21381  -0.175
C17 -0.71886 3.05301 3.14202  -0.179
C18 0.18766 4.09371 2.96019  -0.018
C19 0.19454 5.17130 3.83243  -0.070
C20 -0.71501 5.22893 4.88044  -0.087
C21 -1.63356 4.20377 5.05436  -0.078
C22 -1.63219 3.11693 4.19088  -0.039
C23 -0.52262 0.51802 2.73058  -0.180
C24 -0.21556 0.27235 4.06409  0.001
C25 -0.22410 -1.03358 4.53052  -0.043
C26 -0.55803 -2.05786 3.66253  -0.037
C27 -0.79405 -1.73996 2.33717  -0.099
N6 -0.74036 -0.49260 1.87384  0.082
H11 -2.31539 4.52218 -2.20619  0.083
H12 -1.91905 5.20959 -0.66532  0.103
H13 0.87261 4.04764 2.12419  0.093
H14 0.90634 5.97540 3.68820  0.104
H15 -0.71259 6.07614 5.55618  0.102
H16 -2.35454 4.24970 5.86112  0.103
H17 -2.35454 2.31874 4.32545  0.123
H18 0.00037 1.09942 4.72348  0.119
H19 0.00672 -1.24172 5.56790  0.116
H20 -0.63249 -3.08544 3.99013  0.115
H21 -1.07143 -2.50185 1.62594  0.103
C28 2.65499 -1.41133 2.11824  -0.041
C29 2.39909 -2.80059 1.57582  -0.261
O3 1.28583 -2.77759 0.69610  -0.218
C30 0.81080 -4.08500 0.40453  -0.275
C31 -0.33712 -4.03520 -0.57762  -0.046
H22 3.63849 -1.36708 2.59142  0.089
H23 1.90976 -1.13815 2.86487  0.052
H24 2.62812 -0.66773 1.32567  0.054
H25 2.19701 -3.49173 2.40402  0.119
H26 3.27570 -3.18731 1.04067  0.121
H27 0.50363 -4.56733 1.34324  0.118
H28 1.62899 -4.68767 -0.00883  0.122
H29 -1.09884 -3.30337 -0.29248  0.062
H30 -0.81739 -5.01523 -0.61672  0.092
H31 0.00118 -3.79088 -1.58195  0.060
C32 3.45872 -0.35984 -1.24352  -0.119
O4 3.25075 1.03368 -0.96527  -0.311
P1 1.76951 1.59634 -0.59826  0.814
O5 2.08769 2.56778 0.64366  -0.350
C33 3.07176 3.61186 0.54096  -0.103
O6 1.61876 2.72207 -1.75226  -0.329
C34 1.54861 2.26366 -3.11481  -0.107
H32 3.73243 -0.47917 -2.29034  0.092
H33 2.55208 -0.93412 -1.05494  0.033
H34 4.27033 -0.72394 -0.61287  0.092
H35 3.36475 3.87021 1.55524  0.085
H36 2.64042 4.47900 0.04521  0.088
H37 3.94474 3.27102 -0.01243  0.081
H38 0.70204 1.58881 -3.25389  0.047
H39 2.47812 1.76533 -3.39561  0.084
H40 1.40980 3.14427 -3.73399  0.089

Output
**Spin multiplicity**: 1
**Highest occupied orbital energy**: -7.563 eV
**LUMO level**: -0.5783 eV
**Energy above the lowest of the compared OMol25 structures with the same formula, charge and spin**: 69.3 kJ/mol
**F_max**: 0.64 eV/Å

***

# 2
Entry from OMol25: a molecular structure, C34H40N4Tb at a distorted geometry (ωB97M-V/def2-TZVPD).

Last column: Löwdin charge in e.
Geometry (Å):
Tb1 -0.22302 0.83484 -0.16202  1.586
N1 2.99311 3.84033 -0.78657  0.000
N2 -2.16973 1.27561 -1.58115  -0.143
C1 0.13629 -0.49913 2.17844  -0.357
C2 0.05732 0.92067 2.40582  -0.400
C3 1.36492 1.46439 2.20300  -0.295
C4 1.81196 2.83322 2.54199  -0.137
H1 1.01783 3.41093 3.02238  0.069
H2 2.08058 3.41713 1.59120  -0.012
H3 2.69616 2.85082 3.18866  0.068
C5 2.22475 0.41042 1.80199  -0.260
C6 3.69947 0.51151 1.69178  -0.054
H4 4.19228 0.43190 2.67800  0.086
H5 4.00333 1.46890 1.25040  0.080
H6 4.11266 -0.28908 1.06564  0.059
C7 1.48343 -0.80052 1.80388  -0.280
C8 2.09876 -2.14568 1.66990  -0.054
H7 2.83033 -2.16289 0.84742  0.063
H8 1.34854 -2.91985 1.46193  0.064
H9 2.64382 -2.46207 2.58053  0.087
C9 -1.15136 1.68873 2.81654  -0.079
H10 -1.23820 1.73231 3.91543  0.085
H11 -2.08786 1.23542 2.44636  0.052
H12 -1.11339 2.72416 2.44326  0.073
C10 -0.96444 -1.47154 2.43469  -0.066
H13 -0.84454 -2.39382 1.84544  0.062
H14 -1.94482 -1.04554 2.16755  0.064
H15 -1.03079 -1.76634 3.49951  0.084
C11 3.91474 3.87955 -1.74310  -0.210
H16 4.93051 4.28719 -1.46420  0.094
C12 3.63233 3.46617 -3.09438  -0.168
H17 4.43451 3.59262 -3.86382  0.070
C13 2.32893 2.94199 -3.36747  -0.171
H18 2.15188 2.53901 -4.41757  0.097
C14 1.30949 2.99108 -2.34694  -0.119
H19 0.25880 2.71457 -2.59844  0.039
C15 1.66943 3.46910 -0.88843  -0.473
C16 1.11265 3.89891 0.41453  -0.103
H20 0.02057 4.26903 -0.00221  -0.006
C17 -2.31117 0.08777 -1.04411  -0.392
C18 -3.32791 2.07302 -1.65651  -0.103
H21 -3.19413 3.18714 -1.73429  0.128
C19 -4.29309 1.16281 -1.52315  -0.090
H22 -5.36180 1.21096 -1.70313  0.111
N3 -3.66705 -0.10634 -1.21529  -0.023
C20 -4.02397 -1.17354 -0.41621  -0.159
C21 -4.89046 -0.91111 0.65094  -0.196
C22 -5.33571 -2.06280 1.30007  -0.012
H23 -6.17046 -1.97997 2.00251  0.115
C23 -4.73254 -3.29685 1.00739  -0.287
C24 -5.33790 -4.54673 1.55485  -0.078
H24 -4.54953 -5.29486 1.71804  0.075
H25 -6.06373 -4.95468 0.83043  0.083
H26 -5.86160 -4.31741 2.49234  0.074
C25 -3.59549 -3.41833 0.17952  -0.011
H27 -3.10414 -4.38819 0.02571  0.124
C26 -3.15001 -2.29780 -0.50123  -0.187
C27 -1.86369 -2.32204 -1.27923  -0.092
H28 -1.74567 -1.46907 -1.97845  0.054
H29 -1.79357 -3.23145 -1.89090  0.081
H30 -0.95561 -2.34013 -0.64220  0.077
C28 -5.25030 0.47712 1.08331  -0.033
H31 -5.67834 1.10402 0.29339  0.055
H32 -4.40763 1.04250 1.51987  0.091
H33 -6.01284 0.40827 1.86355  0.077
N4 1.42095 -0.75642 -1.98252  0.039
C29 2.86240 -0.93230 -1.99269  -0.298
C30 3.66377 0.17429 -1.70941  -0.040
C31 5.05950 0.08755 -1.84809  -0.069
C32 5.65842 -1.09357 -2.30469  -0.108
C33 4.85896 -2.21814 -2.54070  -0.105
C34 3.46500 -2.14960 -2.35703  -0.051
H34 1.15094 -0.03030 -2.66216  0.079
H35 0.95367 -1.62559 -2.27111  0.080
H36 3.18584 1.11870 -1.41050  0.093
H37 5.68644 0.95197 -1.60981  0.109
H38 6.74078 -1.13140 -2.47075  0.096
H39 5.32957 -3.14751 -2.87830  0.095
H40 2.85085 -3.03402 -2.54943  0.102

Output
**Spin multiplicity**: 7
**Net charge**: -1
**Highest occupied orbital energy (alpha / beta)**: -1.614 / -1.989 eV
**LUMO level (alpha / beta)**: 2.3088 / 2.3127 eV
**F_max**: 7.56 eV/Å